Record 1
Here is a structure of composition C31H26CeClN3O3SSi at a distorted geometry from OMol25. Energies are from wB97M-V/def2-TZVPD.

Structure (XYZ):
```
67
Properties=species:S:1:pos:R:3
Ce -0.220 -0.525 -1.018
N -0.027 1.726 3.033
C 0.041 0.472 3.597
C 0.202 0.023 4.900
C 0.306 -1.341 5.075
C 0.225 -2.242 4.005
C 0.042 -1.808 2.710
C -0.028 -0.430 2.514
N -0.123 0.281 1.344
C -0.107 1.561 1.688
C -0.077 2.582 0.664
C -0.067 3.945 0.798
S 0.075 4.700 -0.728
C 0.118 3.150 -1.459
N 0.020 2.148 -0.640
H -0.013 2.597 3.537
H 0.255 0.706 5.732
H 0.463 -1.732 6.067
H 0.311 -3.297 4.214
H -0.029 -2.485 1.861
H -0.143 4.524 1.696
H 0.222 3.024 -2.523
C 4.977 -3.832 -0.076
C 4.739 -2.565 0.683
C 4.822 -2.517 2.063
C 4.645 -1.319 2.739
Cl 4.793 -1.272 4.460
C 4.366 -0.158 2.046
C 4.247 -0.198 0.666
C 4.439 -1.388 -0.022
O 4.396 -1.514 -1.386
C 3.661 -0.590 -2.132
C 2.175 -0.604 -1.771
O 1.389 0.155 -2.397
O 1.774 -1.389 -0.883
H 5.127 -4.671 0.596
H 5.862 -3.722 -0.703
H 4.133 -4.040 -0.731
H 5.036 -3.416 2.619
H 4.256 0.773 2.578
H 4.026 0.717 0.138
H 3.757 -0.905 -3.175
H 4.039 0.438 -2.048
C -3.548 3.112 0.552
C -3.094 2.928 -0.745
C -2.928 1.649 -1.250
C -3.248 0.525 -0.480
C -3.697 0.735 0.821
C -3.846 2.011 1.335
Si -2.979 -1.263 -1.220
C -3.521 -0.896 -3.025
C -2.549 -0.557 -3.968
C -2.903 -0.159 -5.245
C -4.241 -0.091 -5.599
C -5.218 -0.421 -4.674
C -4.858 -0.820 -3.399
H -3.678 4.110 0.946
H -2.887 3.787 -1.369
H -2.620 1.522 -2.289
H -3.962 -0.122 1.422
H -4.220 2.148 2.337
H -4.098 -2.026 -0.610
H -1.475 -0.614 -3.689
H -2.140 0.096 -5.965
H -4.521 0.219 -6.594
H -6.261 -0.362 -4.944
H -5.618 -1.071 -2.673
```

Calculated values
Kohn-Sham gap (spin up / spin down) = 6.870 / 6.843 eV
Energy above the lowest of the compared OMol25 structures with the same formula, charge and spin = 0.0 kJ/mol
LUMO energy (spin up / spin down) = -3.215 / -3.209 eV
Net charge = +1
Strongest force on any atom = 3.86 eV/Å
HOMO energy (spin up / spin down) = -10.08 / -10.05 eV
2S+1 = 2

Record 2
Here is a cluster of 5 separate species, C23H36Cl16OP2 in total at a distorted geometry from OMol25. Energies are from wB97M-V/def2-TZVPD.

Structure (XYZ):
```
78
Properties=species:S:1:pos:R:3
C -4.976 2.629 1.221
C -4.605 2.224 -0.359
P -3.807 0.491 -0.281
C -5.201 -0.703 -0.936
C -5.463 -1.987 0.053
P -2.171 0.295 -1.774
C -0.953 0.075 -3.258
C -1.531 0.892 -4.599
O -1.570 2.351 -4.417
C -2.056 -1.538 -1.255
C -0.534 -2.116 -1.061
C -0.387 -3.055 0.304
C -0.750 -2.266 1.694
C 1.202 -3.534 0.425
C -1.192 1.758 -1.035
C 0.047 1.342 -0.045
C -0.295 1.216 1.576
C 0.908 0.845 2.671
C 2.474 0.536 2.222
C 3.689 0.163 3.296
C 2.777 0.666 0.583
C 1.605 1.075 -0.488
H -5.977 2.054 1.522
H -5.036 3.786 1.389
H -4.139 2.174 1.930
H -5.667 2.119 -0.892
H -3.941 3.056 -0.855
H -4.930 -1.073 -2.038
H -6.229 -0.115 -1.064
H -6.493 -2.466 -0.291
H -4.646 -2.849 -0.064
H -5.626 -1.681 1.187
H -3.193 0.624 -2.778
H 0.118 0.501 -2.955
H -0.873 -1.059 -3.621
H -2.601 0.495 -4.911
H -0.804 0.636 -5.489
H -2.222 2.562 -3.686
H -2.673 -1.665 -0.242
H -2.668 -2.174 -2.058
H 0.299 -1.298 -1.156
H -0.349 -2.870 -1.968
H -1.019 -4.048 0.187
H 0.233 -1.815 2.172
H -1.517 -1.389 1.586
H -1.274 -3.070 2.404
H 1.622 -3.795 -0.636
H 1.282 -4.417 1.196
H 1.786 -2.589 0.817
H -1.837 2.557 -0.467
H -0.699 2.334 -1.957
H -1.384 1.408 2.000
H 0.672 0.792 3.818
H 3.776 1.049 4.092
H 4.759 0.139 2.766
H 3.471 -0.814 3.907
H 3.908 0.437 0.280
H 1.864 1.160 -1.650
C -5.183 -5.208 2.625
Cl -3.482 -4.908 2.191
Cl -5.835 -3.790 3.486
Cl -6.133 -5.493 1.145
Cl -5.283 -6.641 3.680
C 7.805 1.230 4.315
Cl 7.236 0.183 5.639
Cl 7.877 0.289 2.803
Cl 6.678 2.595 4.111
Cl 9.428 1.852 4.705
C 13.343 3.863 4.556
Cl 11.823 4.580 3.965
Cl 14.505 3.741 3.211
Cl 14.026 4.893 5.839
Cl 13.018 2.237 5.209
C -1.006 2.104 -8.899
Cl -2.386 1.169 -8.269
Cl -1.605 3.419 -9.941
Cl -0.087 2.796 -7.539
Cl 0.054 1.030 -9.847
```

Calculated values
Kohn-Sham gap = 7.113 eV
Structure (SMILES) = CCP(CC)[PH](CCO)(CCC(C)C)Cc1ccc(C)cc1.ClC(Cl)(Cl)Cl.ClC(Cl)(Cl)Cl.ClC(Cl)(Cl)Cl.ClC(Cl)(Cl)Cl
Energy above the lowest of the compared OMol25 structures with the same formula, charge and spin = 1140.3 kJ/mol
LUMO energy = 0.065 eV
Strongest force on any atom = 4.49 eV/Å
HOMO energy = -7.05 eV
2S+1 = 1

Record 3
Here is a structure of composition C11H14FN2O4Se4Ti at a distorted geometry from OMol25. Energies are from wB97M-V/def2-TZVPD.

Structure (XYZ):
```
37
Properties=species:S:1:pos:R:3
Ti 0.822 1.266 1.540
Se -0.406 0.216 3.371
Se -0.556 2.467 3.847
Se 1.534 2.767 4.800
Se 2.818 2.587 2.748
C -2.655 2.480 1.349
C -1.719 2.584 0.134
C -2.386 1.797 -1.024
C -1.612 4.054 -0.183
C -0.359 2.004 0.390
H -3.704 2.739 1.077
H -2.340 3.160 2.114
H -2.657 1.457 1.592
H -3.405 2.202 -1.167
H -2.391 0.756 -0.791
H -1.846 1.914 -1.934
H -2.582 4.488 -0.562
H -0.899 4.268 -1.078
H -1.255 4.767 0.613
H 0.463 2.567 -0.180
F -0.694 -5.088 0.194
C 0.098 -4.463 -0.637
C 0.933 -3.551 -0.101
N 1.817 -2.834 -0.930
C 2.704 -1.804 -0.361
C 1.943 -0.621 0.222
O 2.465 0.494 0.149
O 0.819 -0.797 0.744
C 2.078 -3.199 -2.220
O 2.958 -2.748 -2.894
N 1.169 -4.119 -2.716
C 0.217 -4.851 -2.030
O -0.452 -5.710 -2.615
H 0.929 -3.121 0.871
H 3.401 -1.415 -1.088
H 3.381 -2.209 0.358
H 1.369 -4.506 -3.598
```

Calculated values
Kohn-Sham gap = 6.773 eV
LUMO energy = 2.349 eV
Net charge = -1
Strongest force on any atom = 3.51 eV/Å
HOMO energy = -4.42 eV
2S+1 = 1